(1)
16
Properties=species:S:1:pos:R:3:forces:R:3 method="wB97M-V/def2-TZVPD" gap_ev=10.84 charge=+1 multiplicity=1
C -1.3420 1.7194 1.8043 -0.54 -0.88 0.55
C -0.8318 0.5978 0.9723 0.89 0.76 -0.30
C -1.1672 0.1906 -0.2726 -0.21 -0.40 0.13
N -0.1921 -0.6993 -0.6959 0.39 0.94 -0.41
C 0.7577 -0.7719 0.2215 -0.44 -1.43 0.43
N 0.4003 -0.0191 1.2537 -0.72 -0.52 0.06
H -1.6146 1.3372 2.7894 -0.12 0.12 0.08
H -0.5972 2.4914 1.9643 0.10 0.11 -0.28
H -2.2395 2.1152 1.3424 0.00 0.23 0.02
H -2.0774 0.3272 -0.8274 0.13 0.38 -0.19
H 0.0039 -0.9287 -1.6620 -0.25 -0.50 0.09
H 1.4464 -1.6068 0.2413 0.53 0.62 -0.12
H 0.6835 -0.2576 2.1971 0.39 0.53 -0.06
H 2.8982 -1.9450 -3.1417 0.11 -0.07 0.08
H 1.6455 -1.1562 -3.4584 0.16 0.05 -0.17
O 2.2262 -1.3944 -2.7282 -0.42 0.07 0.09

---

(2)
16
Properties=species:S:1:pos:R:3:forces:R:3 method="wB97M-V/def2-TZVPD" gap_ev="7.56 / 6.32" charge=+1 s2=2.01 multiplicity=3
C -1.6161 0.1222 1.1953 -5.85 1.47 1.01
C -2.1234 0.0023 -0.1855 -2.04 2.38 0.42
C 0.0667 -0.4405 -0.0210 -2.47 -0.66 1.95
C 1.0608 -1.4648 -0.3011 3.09 3.09 1.13
N -0.4043 -0.2803 1.2753 6.54 -0.95 -2.55
N 1.0357 1.2622 -0.1784 0.76 -0.17 -0.87
O -0.9963 -0.3436 -0.9329 0.76 0.06 0.26
H -2.1586 0.3078 2.1192 -0.35 -0.16 -0.52
H -3.0840 -0.6445 -0.1890 1.36 -0.08 -0.36
H -2.6223 0.9710 -0.6081 0.82 -1.21 0.21
H 1.5120 -1.2914 -1.2796 -0.06 -0.42 0.06
H 0.4557 -2.2985 -0.2322 -0.18 -2.60 0.20
H 1.8507 -1.2146 0.5475 -1.42 -1.61 -1.74
H 1.9788 1.0819 0.1944 -0.42 0.03 -0.69
H 0.5339 1.7537 0.5055 -0.90 1.15 1.02
H 0.9529 1.6924 -1.1089 0.37 -0.31 0.44

---

(3)
17
Properties=species:S:1:pos:R:3:forces:R:3 method="wB97M-V/def2-TZVPD" gap_ev=7.38 charge=-1 multiplicity=1
O 1.7010 -0.9390 -1.4725 1.91 0.48 -0.64
C 0.6220 -0.4630 -1.2078 0.31 -1.66 0.81
N -0.4406 -1.3488 -1.3440 -2.07 3.08 1.91
C -1.5308 -1.1347 -0.3669 -1.78 0.03 -2.00
C 0.5033 0.9879 -0.6918 -1.75 0.94 -0.08
N 1.3220 1.4446 0.4515 -0.21 -2.14 1.83
C 0.3867 0.8509 1.7110 1.29 -0.12 0.44
O -0.0869 -0.3655 1.5793 0.64 -0.04 -0.02
H -0.2666 -2.2992 -1.3902 1.53 -1.70 -0.53
H -2.3753 -0.7503 -1.0037 -0.02 -0.65 1.31
H -1.1888 -0.5137 0.4317 0.19 1.49 0.19
H -1.7267 -1.9249 0.3816 -0.24 -0.68 -1.29
H 0.8096 1.6971 -1.4455 0.01 -0.32 -1.15
H -0.6398 1.2389 -0.5172 2.38 -0.44 0.01
H 2.3399 1.0271 0.4519 -2.85 0.47 -0.20
H -0.4015 1.6290 1.7745 0.13 0.35 -0.26
H 0.9725 0.8639 2.6581 0.54 0.91 -0.34

---

(4)
17
Properties=species:S:1:pos:R:3:forces:R:3 method="wB97M-V/def2-TZVPD" gap_ev=6.50 charge=-1 multiplicity=1
N 0.2449 -0.3424 1.6010 -0.65 -0.58 -0.82
C 0.2629 -0.6607 0.1154 1.75 0.84 1.22
C -0.7156 -0.0059 -0.8438 -1.74 2.48 -0.82
C -2.2051 -0.1940 -0.2610 2.66 -1.49 1.10
O -2.1552 0.2692 0.9994 -1.50 0.23 0.22
C 1.6862 -0.2107 -0.3445 0.81 -1.39 -1.30
N 2.3219 0.9777 0.0207 -2.65 0.95 2.93
O 2.2938 -0.9019 -1.1664 -0.28 0.34 0.27
H -0.7661 -0.5288 1.8409 0.85 0.78 -0.26
H 0.3132 0.6741 1.6771 -0.42 -0.22 0.05
H 0.0997 -1.7686 0.0776 0.78 0.88 -0.35
H -0.6162 -0.2711 -1.9409 0.24 -0.45 1.18
H -0.5818 1.1709 -0.8965 -0.07 -2.10 0.51
H -2.4301 -1.3411 -0.2999 0.10 1.02 -0.33
H -2.8722 0.3011 -0.9254 -1.11 0.58 -1.00
H 3.1293 1.2270 -0.5077 0.30 -0.02 -0.06
H 1.9905 1.6048 0.8540 0.93 -1.85 -2.55

---

(5)
17
Properties=species:S:1:pos:R:3:forces:R:3 method="wB97M-V/def2-TZVPD" gap_ev=7.79 charge=-1 multiplicity=1
N -0.4806 2.9002 0.3605 0.26 0.29 1.17
C 0.3267 1.7253 0.7197 0.58 -0.47 -1.83
C 0.0930 0.5934 -0.2889 2.29 -2.09 1.07
N 0.9286 -0.6000 0.1362 -0.99 0.23 0.63
C 0.5139 -1.7997 -0.6074 0.71 0.53 -0.73
C -0.7882 -2.5429 -0.1525 0.76 0.51 -0.55
O -1.2213 -3.3465 -1.0039 -0.21 -0.09 0.42
O -1.2083 -2.2038 0.9714 -0.34 -0.20 0.23
H -0.7759 2.8295 -0.5952 -0.06 -0.09 -0.39
H -1.3225 2.9117 0.9214 -0.04 0.01 -0.07
H 1.4089 1.9012 0.5977 -0.29 0.51 0.13
H 0.2560 1.3981 1.7474 -0.74 0.04 0.29
H -0.9262 0.2391 -0.4545 -0.22 0.59 -0.09
H 0.7134 0.7790 -1.1743 -1.21 0.83 -0.55
H 0.6765 -0.8229 1.1025 -0.13 0.07 -0.14
H 1.4001 -2.4349 -0.6082 -0.23 -0.62 0.13
H 0.4061 -1.5268 -1.6719 -0.14 -0.03 0.27

---

(6)
17
Properties=species:S:1:pos:R:3:forces:R:3 method="wB97M-V/def2-TZVPD" gap_ev=8.24 charge=-1 multiplicity=1
C -1.5628 0.4176 0.8070 0.07 -0.46 0.74
C -0.1637 0.7510 1.3009 -1.76 0.04 1.79
C 1.5871 2.1526 0.9801 -1.44 0.23 0.14
N 0.2923 2.0744 0.9361 3.24 -0.40 -0.07
H -1.7712 -0.6311 1.0818 0.14 0.37 -0.39
H -2.3192 1.0134 1.3405 0.15 0.26 -0.50
H -1.5699 0.4894 -0.2739 -0.37 0.08 -0.06
H 0.5032 -0.0306 1.0359 0.70 -0.49 -0.59
H -0.2290 0.7435 2.4091 0.08 0.09 -0.17
H 2.3161 1.3482 1.3363 -1.17 0.71 -0.64
H 2.0205 3.1141 0.6997 0.14 -0.10 0.08
N 0.4946 -2.3830 -2.4352 0.55 0.49 -0.24
C -0.0663 -1.6019 -1.3567 1.32 1.12 -0.24
O -1.0031 -2.1287 -0.7255 0.24 0.22 -0.19
O 0.5463 -0.4792 -1.1838 -1.08 -1.69 -0.17
H -0.1489 -3.0197 -2.8708 -0.12 -0.03 -0.05
H 1.0741 -1.8301 -3.0815 -0.69 -0.44 0.57

---

(7)
17
Properties=species:S:1:pos:R:3:forces:R:3 method="wB97M-V/def2-TZVPD" gap_ev=5.69 charge=-1 multiplicity=1
C -0.3706 0.5990 -0.4038 5.13 2.64 -5.48
C 0.1850 -0.7953 -0.6723 0.47 -1.08 1.08
C -0.5138 -1.7130 -1.8103 -0.18 1.23 -0.49
O -0.0598 -2.9355 -1.7557 -0.19 0.18 -0.05
N 0.5850 1.5816 -0.0607 -3.82 -1.66 -0.52
C 0.8600 1.1037 1.4796 3.81 -0.55 0.97
N -0.4020 0.3378 1.7176 3.59 1.40 6.69
O 1.2373 2.0411 2.2480 -1.80 0.20 0.21
H -1.2737 1.0882 -0.7937 -0.22 -1.17 0.19
H -0.6990 0.2740 0.8172 -4.02 -1.60 0.08
H 1.3517 -0.9158 -0.7729 -2.14 1.06 -0.02
H 0.0323 -1.3398 0.3099 -0.08 0.06 -1.41
H -1.6604 -1.5392 -1.6358 0.95 -0.23 -0.15
H -0.2702 -1.1225 -2.8022 -0.44 -0.60 0.89
H -0.0235 2.3453 0.2200 0.33 1.22 -0.60
H 1.7659 0.5085 1.2298 -0.70 -1.07 0.22
H -0.7441 0.4820 2.6854 -0.70 -0.02 -1.62

---

(8)
17
Properties=species:S:1:pos:R:3:forces:R:3 method="wB97M-V/def2-TZVPD" gap_ev=8.04 charge=-1 multiplicity=1
C -0.1828 -0.9710 -0.6268 0.45 0.46 1.98
N 0.8035 0.0877 -0.6644 -0.13 1.18 0.10
C 1.7964 0.0345 0.4152 0.32 -0.87 0.09
O 2.2000 1.1317 0.8322 -0.08 0.37 -0.18
O 2.0986 -1.1182 0.7875 0.03 -0.11 -0.03
C -1.5830 -0.5827 -1.0961 -1.45 -3.28 -0.01
N -2.2789 0.8250 -0.5889 0.86 -3.14 -1.35
C -2.2417 0.6402 0.8737 0.54 0.54 -0.39
H 0.2221 -1.9036 -1.0304 -0.40 0.22 -0.74
H -0.2780 -1.2692 0.4322 -0.10 -0.06 -0.09
H 0.3790 0.9976 -0.4629 -0.04 -0.27 -0.49
H -2.1720 -1.3978 -0.6985 -0.66 -0.25 -0.06
H -1.6898 -0.6444 -2.1699 -0.03 0.30 -0.49
H -1.4421 0.7332 -1.2218 0.75 4.47 1.18
H -1.7355 -0.2730 1.1821 0.20 0.20 0.16
H -3.2774 0.5107 1.1814 -0.15 0.28 0.11
H -1.7799 1.4914 1.3764 -0.11 -0.04 0.19

---

(9)
17
Properties=species:S:1:pos:R:3:forces:R:3 method="wB97M-V/def2-TZVPD" gap_ev="10.79 / 8.09" charge=0 s2=0.76 multiplicity=2
C 0.3696 0.0139 0.8973 0.45 -0.36 0.35
N 0.2366 -1.3187 1.4713 0.15 0.01 -0.60
C 0.5131 -1.6096 2.7621 -0.24 -0.45 -0.06
O 0.4526 -2.7155 3.2494 0.04 -0.06 0.00
C 0.1722 -0.0531 -0.6015 -0.82 0.15 -0.08
N -0.1011 1.2886 -1.1023 -0.54 0.27 -1.00
C -0.6369 1.4015 -2.5469 1.94 -0.38 1.36
O -1.7412 0.6948 -2.4438 -0.87 -0.39 -0.14
H 1.3689 0.4087 1.0945 -0.08 0.13 0.16
H -0.3689 0.6569 1.3751 -0.06 0.29 -0.21
H -0.0023 -2.0718 0.8351 0.06 0.01 0.42
H 0.7735 -0.7306 3.3591 0.13 0.32 0.08
H -0.6607 -0.7183 -0.8196 -0.13 -0.16 0.03
H 1.0332 -0.4517 -1.1201 0.41 -0.03 -0.01
H -0.8449 1.7359 -0.5790 0.05 -0.11 0.50
H 0.1639 1.0095 -3.1806 -0.14 -0.19 -0.27
H -0.7277 2.4595 -2.6499 -0.34 0.96 -0.53

---

(10)
17
Properties=species:S:1:pos:R:3:forces:R:3 method="wB97M-V/def2-TZVPD" gap_ev=9.04 charge=+1 multiplicity=1
C 1.6913 -0.7630 0.3356 -3.49 -1.93 -2.40
C -0.6629 0.2107 -1.3265 -0.54 -0.89 -1.10
C -1.5374 -0.7498 0.7965 0.65 -2.81 1.62
C 0.7355 0.3413 0.5846 0.66 3.06 2.86
N 1.3020 1.6998 -0.2567 0.28 -0.21 0.13
N -0.6824 0.2776 0.2038 0.48 0.49 -2.92
O 1.4327 -1.7465 -0.3432 0.30 1.06 1.18
O 2.4556 1.7542 -0.4158 -0.77 -0.24 0.31
H 2.6288 -0.4957 0.6215 3.18 0.42 1.13
H -0.1450 -0.7819 -1.4784 -1.24 0.97 -0.65
H -1.7551 0.3732 -1.7066 2.17 -0.74 0.59
H -0.0005 1.0126 -1.7538 -0.94 -0.71 0.60
H -0.8918 -1.7324 0.8579 -1.21 2.03 0.40
H -1.9155 -0.3557 1.7813 0.55 -0.81 -0.91
H -2.3765 -1.0868 0.1741 0.22 0.86 -0.13
H 0.8479 0.8734 1.6342 -0.25 -1.57 -1.75
H -1.1268 1.1689 0.2913 -0.05 1.04 1.03

---

Computed maximum force (eV/A) in order:
1.55; 7.09; 4.17; 4.07; 3.28; 3.27; 7.95; 4.69; 2.40; 4.66